(1)
One molecule with the formula C3H3NO2. Source: OMol25; level of theory: the ωB97M-V functional and the def2-TZVPD basis.

Each atom is followed by the atoms it is bonded to, with distances in Å.
Geometry (Å):
1 O 2.08 -0.08 -0.03  C2 1.346, H7 0.966
2 C 0.76 -0.31 0.12  O1 1.346, C3 1.422, N6 1.305
3 C -0.25 0.68 0.00  C2 1.422, C4 1.350, H8 1.080
4 C -1.38 -0.05 0.07  C3 1.350, O5 1.336, H9 1.080
5 O -1.09 -1.34 0.29  C4 1.336, N6 1.385
6 N 0.29 -1.51 0.32  C2 1.305, O5 1.385
7 H 2.12 0.66 -0.64  O1 0.966
8 H -0.11 1.75 -0.09  C3 1.080
9 H -2.42 0.19 -0.04  C4 1.080

**Energy relative to the best compared isomer or geometry (same formula, charge and spin)**: 2.379 eV
**Frontier orbital gap**: 10.7 eV
**DFT total energy**: -8742.752 eV
**HOMO level**: -10.0 eV



(2)
One molecule with the formula C3H3NO2 in a non-equilibrium geometry. Source: OMol25; level of theory: the ωB97M-V functional and the def2-TZVPD basis.

Each atom is followed by the atoms it is bonded to, with distances in Å.
Geometry (Å):
1 N -0.16 -2.20 0.44  C2 1.121
2 C -0.44 -1.15 0.15  N1 1.121, C3 1.418
3 C -1.08 -0.01 -0.38  C2 1.418, O4 1.642, H7 1.235, H8 1.136
4 O -0.15 1.06 0.46  C3 1.642, C5 1.332
5 C 1.13 0.71 0.29  O4 1.332, O6 1.220, H9 1.173
6 O 1.54 -0.16 -0.45  C5 1.220
7 H -2.26 0.33 -0.25  C3 1.235
8 H -0.43 0.15 -1.29  C3 1.136
9 H 1.86 1.27 1.03  C5 1.173

**Energy relative to the best compared isomer or geometry (same formula, charge and spin)**: 3.380 eV
**Frontier orbital gap**: 11.4 eV
**DFT total energy**: -8741.751 eV
**HOMO level**: -10.9 eV



(3)
A 2-piece molecular cluster, C3H3NO2 overall in a non-equilibrium geometry. Source: OMol25; level of theory: the ωB97M-V functional and the def2-TZVPD basis.

Each atom is followed by the atoms it is bonded to, with distances in Å.
Geometry (Å):
1 C -2.25 1.24 -0.88  O5 1.146
2 C -2.31 -0.85 0.05  N4 1.196, O6 1.155
3 C -0.10 -0.07 0.61  N4 1.394, H7 1.031, H8 1.087, H9 1.060
4 N -1.20 -0.91 0.50  C2 1.196, C3 1.394
5 O -2.59 1.93 -0.03  C1 1.146
6 O -3.44 -0.89 -0.21  C2 1.155
7 H -0.32 0.66 1.30  C3 1.031
8 H 0.79 -0.68 0.71  C3 1.087
9 H 0.12 0.42 -0.30  C3 1.060

**Energy relative to the best compared isomer or geometry (same formula, charge and spin)**: 1.727 eV
**Frontier orbital gap**: 11.2 eV
**DFT total energy**: -8743.404 eV
**HOMO level**: -10.4 eV